Entry from the OMol25 dataset: C12H36FeO20P5 as an isolated structure (wB97M-V/def2-TZVPD).

Computed properties:
2S+1 = 6
DFT total energy = -4954.58405 a.u.
HOMO energy (alpha / beta) = -7.455 / -7.374 eV
LUMO energy (alpha / beta) = 0.184 / 0.124 eV
Kohn-Sham gap (alpha / beta) = 0.28072 / 0.27557 Eh
Largest force on an atom = 4.22 eV/A
⟨S²⟩ = 8.76

CARTESIAN COORDINATES (ANGSTROEM)
Fe 0.37183 0.11404 0.38705
P 1.66193 0.67927 2.58634
O 1.91589 1.22750 1.05897
O 0.44097 -0.26855 2.19034
O 1.11169 1.79113 3.37426
O 2.85837 -0.09998 2.94758
C -2.44585 0.72386 3.10490
O -3.21324 1.52335 2.16762
P -2.42368 2.33099 1.07499
O -1.32765 1.57085 0.54797
O -3.61741 2.64104 0.04971
C -3.62087 1.76283 -1.20578
O -1.96812 3.77357 1.42762
C -2.76020 4.64750 2.20387
H -3.00822 -0.29757 3.08955
H -2.59079 1.11037 4.12146
H -1.45409 0.54364 2.82732
H -2.63990 1.40702 -1.52938
H -4.04931 2.40029 -1.95801
H -4.24792 0.89499 -1.03315
H -3.52017 5.07178 1.54046
H -2.08536 5.48946 2.54299
H -3.07637 4.12126 3.07766
C 2.80951 -2.08669 -3.05673
O 2.63389 -3.01806 -2.01492
P 2.67729 -2.28151 -0.54779
O 1.38066 -1.62206 -0.19522
O 2.89697 -3.53932 0.36695
C 2.40619 -3.35879 1.77740
O 3.97624 -1.33846 -0.58112
C 4.55840 -0.78758 0.58815
H 3.68282 -2.30631 -3.61435
H 2.87758 -1.13019 -2.63412
H 1.94588 -2.10637 -3.75442
H 1.33750 -3.39199 1.71054
H 2.87161 -2.43291 2.12914
H 2.63676 -4.27454 2.27627
H 5.64111 -0.51862 0.48719
H 4.45311 -1.41890 1.46729
H 3.99506 0.08526 0.85135
C -1.40095 -3.20014 2.62644
O -1.38684 -3.49900 1.23146
P -1.84325 -2.48568 0.09507
O -1.33721 -1.13977 0.20620
O -1.25792 -3.24244 -1.12620
C -1.20670 -2.89139 -2.50508
O -3.44054 -2.53118 -0.01688
C -4.30247 -3.73529 -0.05662
H -0.46250 -3.47804 3.06238
H -2.22906 -3.67297 3.11884
H -1.52771 -2.09556 2.84625
H -2.08037 -2.31208 -2.87225
H -1.03007 -3.78726 -3.07816
H -0.43885 -2.13055 -2.60121
H -4.43821 -4.11729 0.98854
H -3.89947 -4.56998 -0.55526
H -5.22379 -3.36729 -0.44987
C 3.62205 2.71631 -1.02389
O 2.58557 2.55481 -2.05505
P 1.06000 2.33362 -1.97426
O 0.56896 0.94309 -1.57277
O 0.48399 3.44586 -1.17233
C 1.04857 3.99869 0.09451
O 0.66505 2.57508 -3.52328
C 0.01277 1.52153 -4.34727
H 3.93836 3.74683 -1.18994
H 4.45383 2.04067 -1.17009
H 3.14768 2.49959 -0.09070
H 1.34480 3.12943 0.72185
H 0.16328 4.45869 0.47306
H 1.76681 4.77834 -0.14483
H -1.10936 1.55923 -4.36382
H 0.28721 0.56482 -4.00666
H 0.37424 1.75773 -5.41820